## A
The following is a DFT calculation (the ωB97M-V functional and the def2-TZVPD basis) of a gas-phase ion, C2H3NO3P (charge -1).

- LUMO level (hartree) = 0.1501
- HOMO (eV) = -4.724

ORCA input file:
```
! wB97M-V def2-TZVPD RIJCOSX def2/J DEFGRID3
* xyz -1 1
O -0.737 0.279 2.946
C 0.337 0.681 2.619
O 1.363 1.070 3.023
O 0.634 0.668 0.886
C -0.097 0.132 0.006
N 0.162 0.237 -1.252
P -0.673 -0.274 -2.597
H -1.029 -0.482 0.251
H 0.539 -0.532 -3.444
H -0.500 -1.780 -2.439
*
```



## B
The following is a DFT calculation (the ωB97M-V functional and the def2-TZVPD basis) of a gas-phase ion, C2H3NO3P (charge -1).

- LUMO level (spin up / spin down) (hartree) = 0.1404 / 0.1405
- HOMO (spin up / spin down) (eV) = -4.320 / -4.328

ORCA input file:
```
! wB97M-V def2-TZVPD RIJCOSX def2/J DEFGRID3
* xyz -1 1
C -1.662 -0.242 0.377
C -0.760 0.078 -0.525
P 0.903 0.611 -0.027
O 0.996 0.901 1.465
O 1.441 1.562 -1.034
N 1.543 -0.903 -0.478
O 2.291 -1.553 0.237
H -2.680 -0.413 0.198
H -1.222 -0.064 1.366
H -0.852 0.021 -1.579
*
```



Ranked by calculated energy, most stable first: A, B.



## A
The following is a DFT calculation (the ωB97M-V functional and the def2-TZVPD basis) of a molecular structure, C38H43Cl5FN9PtSeSi.

- LUMO level (spin up / spin down) (hartree) = -0.3054 / -0.3007
- HOMO (spin up / spin down) (eV) = -12.039 / -12.146

ORCA input file:
```
! wB97M-V def2-TZVPD RIJCOSX def2/J DEFGRID3
* xyz 2 1
Pt 1.705 0.271 1.960
C 0.806 4.772 1.843
Si 1.229 3.454 3.089
C 3.056 3.330 3.373
C 0.434 3.677 4.763
N 0.581 1.808 2.469
C -0.756 1.544 2.581
C -1.757 2.560 2.642
C -3.068 2.249 2.878
C -3.462 0.916 3.097
C -2.535 -0.114 3.018
C -1.242 0.212 2.713
F -0.347 -0.791 2.648
H 1.640 5.480 1.803
H -0.085 5.342 2.118
H 0.664 4.369 0.832
H 3.290 4.078 4.140
H 3.657 3.563 2.488
H 3.367 2.362 3.769
H 0.432 4.747 5.005
H 1.040 3.182 5.530
H -0.592 3.320 4.854
H -1.476 3.591 2.493
H -3.805 3.041 2.913
H -4.499 0.687 3.312
H -2.804 -1.155 3.151
N 2.053 -1.035 -1.057
C 2.743 -1.728 -0.156
N 3.509 -2.717 -0.582
C 4.138 -3.427 0.349
N 4.956 -4.395 -0.036
N 3.988 -3.248 1.695
C 3.255 -2.234 2.023
N 2.635 -1.393 1.164
C 3.056 -1.946 3.461
C 3.604 -2.721 4.460
C 3.385 -2.350 5.781
C 2.629 -1.221 6.050
C 2.111 -0.498 4.988
N 2.325 -0.867 3.725
H 2.102 -1.365 -2.006
H 1.263 -0.473 -0.793
H 5.096 -4.571 -1.016
H 5.432 -4.950 0.651
H 4.190 -3.588 4.189
H 3.804 -2.935 6.590
H 2.439 -0.896 7.065
H 1.512 0.392 5.143
C -1.084 1.802 -5.845
C -0.792 0.611 -4.935
C -0.545 1.009 -3.481
C -1.799 1.435 -2.725
N -2.726 0.318 -2.516
C -2.595 -0.642 -1.571
Se -1.285 -0.746 -0.253
N -3.617 -1.517 -1.727
C -3.816 -2.777 -0.998
C -3.428 -3.991 -1.836
C -1.960 -4.012 -2.248
C -1.609 -5.262 -3.047
C -4.421 -1.107 -2.788
C -5.581 -1.654 -3.328
C -6.155 -0.975 -4.386
C -5.593 0.207 -4.887
C -4.441 0.746 -4.348
C -3.861 0.060 -3.287
H -1.192 1.485 -6.883
H -0.269 2.531 -5.803
H -2.004 2.324 -5.569
H 0.093 0.091 -5.306
H -1.609 -0.118 -4.988
H 0.168 1.840 -3.445
H -0.097 0.178 -2.931
H -2.344 2.210 -3.263
H -1.551 1.829 -1.744
H -4.865 -2.821 -0.705
H -3.212 -2.719 -0.098
H -4.057 -4.040 -2.729
H -3.660 -4.884 -1.248
H -1.333 -3.945 -1.354
H -1.735 -3.123 -2.846
H -1.795 -6.166 -2.463
H -0.559 -5.265 -3.342
H -2.210 -5.327 -3.958
H -6.019 -2.566 -2.939
H -7.060 -1.362 -4.837
H -6.077 0.711 -5.716
H -4.019 1.662 -4.741
Cl 4.996 0.432 2.482
C 4.375 1.380 1.173
C 3.015 1.387 0.897
C 2.570 2.168 -0.154
Cl 0.896 2.131 -0.585
C 3.436 2.969 -0.892
Cl 2.843 3.948 -2.165
C 4.797 2.968 -0.591
Cl 5.876 3.948 -1.480
C 5.271 2.160 0.441
Cl 6.940 2.151 0.815
*
```



## B
The following is a DFT calculation (the ωB97M-V functional and the def2-TZVPD basis) of a molecular structure, C38H43Cl5FN9PtSeSi.

- LUMO level (spin up / spin down) (hartree) = -0.2875 / -0.2875
- HOMO (spin up / spin down) (eV) = -13.295 / -13.293

ORCA input file:
```
! wB97M-V def2-TZVPD RIJCOSX def2/J DEFGRID3
* xyz 2 1
Pt 0.210 0.176 0.496
C -3.589 -1.333 3.283
Si -1.963 -0.436 3.270
C -1.963 1.125 4.299
C -0.746 -1.627 3.998
N -1.706 -0.042 1.494
C -2.773 0.465 0.836
C -3.652 1.420 1.434
C -4.792 1.850 0.810
C -5.141 1.334 -0.445
C -4.311 0.423 -1.086
C -3.155 0.026 -0.463
F -2.383 -0.865 -1.096
H -3.937 -1.427 4.315
H -3.472 -2.342 2.880
H -4.369 -0.830 2.712
H -1.309 0.999 5.165
H -2.965 1.333 4.679
H -1.621 2.004 3.749
H -1.166 -1.921 4.965
H 0.237 -1.207 4.192
H -0.638 -2.536 3.405
H -3.382 1.823 2.399
H -5.423 2.586 1.288
H -6.060 1.646 -0.923
H -4.557 0.012 -2.056
N -0.699 -3.204 -0.044
C 0.344 -3.122 0.787
N 0.903 -4.245 1.211
C 1.929 -4.103 2.055
N 2.566 -5.196 2.455
N 2.354 -2.916 2.564
C 1.733 -1.875 2.088
N 0.772 -1.889 1.160
C 2.059 -0.538 2.660
C 3.104 -0.372 3.543
C 3.346 0.890 4.067
C 2.511 1.937 3.717
C 1.471 1.696 2.838
N 1.259 0.487 2.313
H -1.046 -4.119 -0.276
H -1.237 -2.384 -0.272
H 2.249 -6.096 2.135
H 3.321 -5.128 3.115
H 3.697 -1.235 3.811
H 4.169 1.049 4.751
H 2.655 2.931 4.119
H 0.780 2.477 2.553
C 5.939 -0.175 -4.952
C 4.513 -0.711 -5.037
C 3.914 -1.029 -3.665
C 3.567 0.200 -2.827
N 2.351 0.865 -3.315
C 1.098 0.438 -3.104
Se 0.585 -0.876 -1.841
N 0.262 1.123 -3.904
C -1.153 0.822 -4.153
C -1.336 0.154 -5.511
C -0.603 -1.180 -5.625
C -0.887 -1.869 -6.956
C 0.999 2.046 -4.633
C 0.613 3.014 -5.560
C 1.616 3.788 -6.098
C 2.964 3.613 -5.727
C 3.344 2.661 -4.808
C 2.325 1.880 -4.263
H 6.361 -0.044 -5.947
H 6.580 -0.872 -4.408
H 5.991 0.791 -4.444
H 4.519 -1.633 -5.622
H 3.875 -0.002 -5.572
H 4.622 -1.629 -3.090
H 3.005 -1.627 -3.784
H 4.371 0.936 -2.834
H 3.385 -0.099 -1.802
H -1.710 1.756 -4.092
H -1.488 0.162 -3.355
H -0.990 0.824 -6.302
H -2.407 -0.001 -5.663
H -0.907 -1.833 -4.800
H 0.477 -1.015 -5.534
H -1.956 -2.051 -7.078
H -0.375 -2.829 -7.018
H -0.551 -1.255 -7.793
H -0.421 3.161 -5.838
H 1.366 4.551 -6.821
H 3.718 4.248 -6.173
H 4.378 2.537 -4.517
Cl 3.558 1.028 0.444
C 2.443 2.118 -0.314
C 1.077 1.825 -0.380
C 0.289 2.729 -1.099
Cl -1.404 2.422 -1.275
C 0.800 3.888 -1.679
Cl -0.226 4.960 -2.535
C 2.158 4.169 -1.562
Cl 2.805 5.594 -2.248
C 2.984 3.267 -0.899
Cl 4.671 3.567 -0.824
*
```



Ranked by calculated energy, most stable first: B, A.